{"formula": "C3H2NO3S", "method": "the ωB97M-V functional and the def2-TZVPD basis", "e_lumo_ev": 3.50, "orbital_gap_ev": 6.38, "charge": -1, "energy_ha": -794.07426, "multiplicity": 1, "e_homo_ev": -2.88, "e_above_lowest_kcal_mol": 114.89, "species": ["S", "O", "O", "O", "N", "C", "C", "C", "H", "H"], "positions_angstrom": [[-3.557193, -0.605233, -0.321316], [-2.472160, -1.329833, 0.701033], [-3.303509, 0.909802, -0.007143], [-1.482993, 2.574943, 0.522546], [0.080057, 0.722746, -1.145012], [-1.499284, -1.057119, -0.455062], [-1.088072, 0.307706, -0.428079], [-1.807885, 1.460676, 0.093406], [-0.071063, 1.684290, -1.425563], [-0.022118, 0.199525, -2.042979]], "forces_ev_per_angstrom": [[0.3, -1.1, 1.0], [-0.4, 0.8, -2.0], [0.3, 2.9, 1.1], [-1.9, -2.5, -1.3], [0.3, -0.8, -1.8], [0.7, 1.1, 0.6], [-0.8, 0.8, 1.5], [0.7, -1.7, 0.2], [0.2, 0.2, 0.0], [0.6, 0.3, 0.7]], "nbo_charge": [0.925, -0.725, -0.792, -0.630, -0.814, -0.099, -0.277, 0.722, 0.342, 0.347]}

=====

{"formula": "C3H2NO4", "method": "the ωB97M-V functional and the def2-TZVPD basis", "e_lumo_ev": 4.07, "orbital_gap_ev": 5.57, "charge": -1, "energy_ha": -471.11726, "multiplicity": 1, "e_homo_ev": -1.50, "e_above_lowest_kcal_mol": 127.26, "species": ["O", "O", "O", "O", "N", "C", "C", "C", "H", "H"], "positions_angstrom": [[-0.561322, -0.141807, -2.023447], [0.382079, -2.261816, -1.949384], [0.770870, -0.612063, 1.173018], [-1.329097, 0.163815, 0.722010], [-0.471906, -1.137227, 0.722152], [-0.090422, -1.196362, -1.777628], [0.837761, 0.655261, 0.843361], [-0.375580, 1.162993, 0.590960], [1.670460, 1.182837, 1.128216], [-0.832842, 2.184369, 0.570742]], "forces_ev_per_angstrom": [[0.4, -0.8, 0.0], [0.1, 0.3, 0.2], [1.2, -2.0, 1.1], [0.9, -0.1, -0.2], [-1.3, 0.5, -1.4], [-0.7, 0.5, 0.2], [-2.3, 1.7, -0.6], [-1.4, -0.1, 0.6], [2.0, 1.1, 0.2], [1.1, -1.0, -0.3]], "nbo_charge": [-0.589, -0.603, -0.435, -0.493, -0.237, 1.021, -0.019, 0.006, 0.168, 0.182]}

=====

{"formula": "C3H2NOS", "method": "the ωB97M-V functional and the def2-TZVPD basis", "e_lumo_ev": [3.86, 3.86], "orbital_gap_ev": [6.95, 6.95], "charge": -1, "energy_ha": -643.46469, "multiplicity": 1, "e_homo_ev": [-3.10, -3.10], "e_above_lowest_kcal_mol": 163.22, "species": ["S", "O", "N", "C", "C", "C", "H", "H"], "positions_angstrom": [[-2.138183, -0.468368, -0.096894], [1.560871, -1.038413, -0.098688], [2.180339, 0.096368, -0.141776], [0.273879, -1.141671, -0.042459], [-0.525872, 0.085554, 0.132161], [0.006685, 1.234461, 0.303864], [-0.349434, -2.056494, -0.162029], [0.067566, 2.221774, 0.114774]], "forces_ev_per_angstrom": [[-2.1, 0.4, 0.1], [-0.4, 0.1, -0.6], [-1.7, 1.2, 0.9], [-0.6, 0.4, 0.5], [-0.3, -2.9, -0.8], [3.8, -2.4, 0.1], [1.5, 0.4, 0.1], [0.0, 2.8, -0.4]], "nbo_charge": [-0.516, -0.210, -0.307, 0.081, -0.352, -0.099, 0.219, 0.183]}